{
  "formula": "C34H33BF6O2S",
  "method": "ωB97M-V with the def2-TZVPD basis set",
  "elements": ["C", "C", "C", "C", "C", "B", "C", "C", "C", "C", "F", "F", "F", "C", "C", "C", "F", "F", "F", "C", "O", "C", "C", "C", "C", "C", "C", "O", "S", "H", "H", "H", "H", "H", "H", "H", "H", "H", "H", "H", "H", "H", "H", "H", "H", "H", "H", "H", "H", "C", "C", "C", "C", "C", "C", "C", "C", "C", "C", "C", "C", "C", "C", "C", "H", "H", "H", "H", "H", "H", "H", "H", "H", "H", "H", "H", "H"],
  "coordinates": [[-3.730, 5.223, -1.915], [-2.733, 4.127, -1.879], [-2.586, 3.123, -2.828], [-1.373, 2.395, -2.710], [-0.545, 2.836, -1.681], [-1.290, -0.854, 0.772], [0.807, 2.404, -1.416], [1.536, 2.918, -0.323], [2.863, 2.572, -0.151], [3.628, 3.025, 1.056], [4.627, 3.906, 0.746], [2.852, 3.614, 2.007], [4.240, 1.943, 1.662], [3.523, 1.740, -1.054], [2.821, 1.255, -2.149], [3.505, 0.381, -3.167], [3.016, -0.903, -3.084], [3.283, 0.786, -4.445], [4.861, 0.322, -2.990], [1.459, 1.498, -2.283], [-2.234, 0.003, 1.279], [-3.502, -0.489, 0.827], [-4.313, -0.929, 2.040], [-4.180, 0.725, 0.197], [-3.122, -1.694, -0.158], [-3.790, -3.030, 0.117], [-3.359, -1.324, -1.616], [-1.696, -1.909, 0.017], [-1.413, 4.066, -0.770], [-4.168, 5.281, -2.916], [-4.542, 5.137, -1.184], [-3.206, 6.161, -1.707], [-3.325, 2.984, -3.608], [-1.096, 1.581, -3.372], [1.045, 3.592, 0.359], [4.562, 1.475, -0.891], [0.921, 1.035, -3.112], [-5.328, -1.217, 1.729], [-3.838, -1.767, 2.572], [-4.398, -0.082, 2.732], [-5.129, 0.444, -0.278], [-4.397, 1.448, 0.993], [-3.524, 1.242, -0.518], [-4.879, -2.931, 0.044], [-3.442, -3.743, -0.644], [-3.530, -3.436, 1.106], [-4.438, -1.214, -1.776], [-2.834, -0.405, -1.919], [-2.997, -2.137, -2.259], [0.182, -0.422, 1.170], [-0.041, -1.110, 2.534], [-0.408, -0.398, 3.681], [-0.886, -1.061, 4.804], [-0.999, -2.465, 4.805], [-0.542, -3.193, 3.703], [-0.080, -2.528, 2.575], [1.279, -1.047, 0.394], [2.588, -0.872, 0.669], [3.671, -1.624, 0.051], [5.001, -1.125, -0.005], [5.970, -1.778, -0.760], [5.682, -2.996, -1.386], [4.406, -3.553, -1.255], [3.410, -2.876, -0.550], [0.304, 0.660, 1.228], [-0.294, 0.692, 3.667], [-1.197, -0.482, 5.671], [-1.397, -2.981, 5.677], [-0.571, -4.290, 3.705], [0.252, -3.095, 1.703], [0.969, -1.718, -0.402], [2.880, -0.093, 1.378], [5.244, -0.198, 0.532], [6.960, -1.333, -0.887], [6.441, -3.503, -1.976], [4.164, -4.505, -1.727], [2.396, -3.278, -0.449]],
  "lowdin_charge": [-0.104, -0.588, -0.135, -0.117, -0.450, -0.681, -0.194, 0.034, -0.104, -0.505, 0.128, 0.126, 0.098, 0.043, -0.094, -0.506, 0.120, 0.131, 0.121, 0.066, 0.144, -0.440, -0.007, -0.010, -0.431, -0.013, -0.011, 0.168, 1.087, 0.085, 0.081, 0.076, 0.111, 0.107, 0.105, 0.127, 0.129, 0.095, 0.094, 0.096, 0.094, 0.095, 0.079, 0.095, 0.096, 0.094, 0.095, 0.088, 0.096, -0.110, -0.175, -0.032, -0.076, -0.091, -0.079, -0.024, -0.061, -0.040, -0.218, -0.050, -0.092, -0.091, -0.083, -0.039, 0.140, 0.126, 0.101, 0.097, 0.108, 0.124, 0.115, 0.117, 0.104, 0.106, 0.099, 0.102, 0.109],
  "total_energy_ha": -2488.252254,
  "e_homo_ev": -8.07,
  "lumo_ev": -0.25,
  "mol_weight_g_mol": 630.50,
  "smiles": "CC1(C)OB([C@H](/C=C/c2ccccc2)c2ccccc2)OC1(C)C.Cc1ccc(-c2cc(C(F)(F)F)cc(C(F)(F)F)c2)s1",
  "gap_ev": 7.8,
  "total_charge": 0
}

=====

{
  "formula": "C34H33Br2N14O2Sn",
  "method": "ωB97M-V with the def2-TZVPD basis set",
  "elements": ["Sn", "C", "N", "C", "C", "N", "C", "C", "C", "C", "C", "C", "N", "C", "N", "C", "C", "C", "C", "C", "C", "N", "H", "H", "H", "H", "H", "H", "H", "H", "H", "H", "H", "H", "H", "H", "H", "Br", "C", "C", "C", "N", "C", "C", "C", "C", "C", "Br", "C", "C", "N", "H", "H", "H", "H", "H", "H", "N", "C", "N", "N", "C", "N", "H", "H", "H", "H", "N", "C", "O", "C", "C", "N", "C", "N", "H", "H", "C", "C", "O", "H", "H", "H", "H", "H", "H"],
  "coordinates": [[0.326, -0.295, 0.180], [-3.152, -0.066, 0.021], [-2.075, 0.753, -0.533], [-2.206, 1.006, -1.961], [-1.862, -0.238, -2.726], [-1.172, -1.231, -2.240], [-1.064, -2.149, -3.281], [-0.425, -3.386, -3.323], [-0.468, -4.089, -4.510], [-1.131, -3.582, -5.639], [-1.771, -2.358, -5.614], [-1.722, -1.659, -4.414], [-2.231, -0.430, -4.024], [-2.689, -0.986, 1.112], [-1.599, -1.700, 1.052], [-1.610, -2.520, 2.175], [-0.729, -3.522, 2.577], [-1.030, -4.210, 3.735], [-2.175, -3.913, 4.491], [-3.062, -2.928, 4.100], [-2.758, -2.249, 2.927], [-3.424, -1.258, 2.218], [-4.015, 0.516, 0.367], [-3.506, -0.711, -0.786], [-1.949, 1.616, -0.024], [-3.210, 1.346, -2.253], [-1.505, 1.801, -2.230], [0.085, -3.772, -2.451], [0.016, -5.054, -4.577], [-1.139, -4.164, -6.551], [-2.285, -1.970, -6.484], [-2.769, 0.201, -4.592], [0.145, -3.762, 1.988], [-0.372, -5.001, 4.070], [-2.377, -4.479, 5.390], [-3.958, -2.715, 4.669], [-4.298, -0.829, 2.469], [4.333, 5.593, 1.563], [3.495, 3.983, 1.076], [3.481, 2.910, 1.945], [2.819, 1.766, 1.530], [2.221, 1.649, 0.348], [2.270, 2.680, -0.503], [2.889, 3.876, -0.167], [1.672, 2.447, -1.852], [1.593, 3.452, -2.813], [1.121, 3.123, -4.071], [0.997, 4.449, -5.399], [0.755, 1.818, -4.354], [0.841, 0.898, -3.322], [1.264, 1.200, -2.098], [3.947, 2.956, 2.918], [2.757, 0.907, 2.186], [2.917, 4.715, -0.845], [1.883, 4.470, -2.603], [0.418, 1.525, -5.338], [0.568, -0.138, -3.489], [0.484, -1.306, 5.239], [1.676, -1.923, 5.200], [2.202, -2.383, 6.342], [2.341, -2.170, 4.092], [1.990, -1.754, 2.930], [1.740, -1.417, 1.843], [0.140, -0.957, 6.117], [0.225, -0.760, 4.430], [1.820, -2.133, 7.235], [3.119, -2.792, 6.304], [-1.664, 2.918, 2.233], [-0.664, 2.041, 2.643], [-0.660, 0.871, 2.175], [0.300, 2.514, 3.549], [0.238, 3.843, 4.039], [0.112, 4.933, 4.395], [1.280, 1.626, 4.040], [2.067, 0.885, 4.448], [-2.568, 2.479, 2.142], [-1.707, 3.802, 2.721], [4.480, -2.263, -1.751], [3.534, -1.247, -1.149], [2.181, -1.737, -1.127], [5.494, -1.864, -1.781], [4.175, -2.517, -2.766], [4.499, -3.179, -1.156], [3.497, -0.338, -1.745], [3.838, -0.974, -0.135], [2.186, -2.559, -0.621]],
  "lowdin_charge": [1.455, -0.116, -0.122, -0.131, -0.363, 0.130, -0.228, -0.007, -0.078, -0.079, -0.014, -0.192, 0.177, -0.336, 0.056, -0.223, -0.030, -0.083, -0.084, -0.014, -0.180, 0.183, 0.131, 0.134, 0.089, 0.133, 0.121, 0.110, 0.106, 0.107, 0.113, 0.168, 0.107, 0.108, 0.106, 0.113, 0.167, 0.813, -0.664, -0.079, -0.137, 0.041, -0.204, -0.046, -0.203, -0.048, -0.674, 0.806, -0.086, -0.131, 0.061, 0.116, 0.069, 0.101, 0.103, 0.110, 0.107, 0.198, -0.509, 0.192, 0.137, -0.344, 0.064, 0.121, 0.084, 0.115, 0.120, 0.157, -0.511, -0.175, -0.204, -0.234, 0.148, -0.221, 0.182, 0.096, 0.086, -0.073, -0.312, -0.228, 0.082, 0.081, 0.079, 0.101, 0.102, 0.073],
  "total_energy_ha": -7594.789735,
  "e_homo_ev": -10.13,
  "lumo_ev": -2.59,
  "mol_weight_g_mol": 948.25,
  "gap_ev": 7.5,
  "total_charge": 1
}